Entry from the Open Molecules 2025 dataset: C4H3NOS in the gas phase (ωB97M-V with the def2-TZVPD basis set).

As for the electronic energy: -682.23053 a.u. The SMILES is C#C/C=N/SC=O. The calculation puts the LUMO energy at -0.599 eV. The energy relative to the best compared isomer or geometry (same formula, charge and spin) comes out at 3.814 eV. The HOMO energy comes out at -9.1 eV.

Bonds (Å) are listed after each position.
Cartesian coordinates (Å):
1 S 0.829 1.566 1.292  N3 1.704, C6 1.918
2 O 2.009 0.881 -1.246  C6 1.218
3 N -0.066 0.117 1.337  S1 1.704, C5 1.262
4 C -1.457 -1.237 0.182  C5 1.336, C7 1.298
5 C -0.395 -0.429 0.247  N3 1.262, C4 1.336, H9 1.074
6 C 1.929 1.616 -0.278  S1 1.918, O2 1.218, H8 1.011
7 C -2.448 -1.855 -0.384  C4 1.298, H10 1.172
8 H 2.684 2.207 0.042  C6 1.011
9 H 0.104 -0.117 -0.651  C5 1.074
10 H -3.188 -2.749 -0.541  C7 1.172